Molecular formula: C3H6N2O
Method: DFT, wB97M-V/def2-TZVPD

Computed properties:
M (Da): 86.1
Highest occupied orbital energy (eV): -9.23
Total charge: 0
SMILES string: [H]/N=C\C(C)=N\O
Orbital gap (eV): 9.31
E (eV): -8231.3784
Energy above the lowest of the compared OMol25 structures with the same formula, charge and spin (kcal/mol): 122.7

CARTESIAN COORDINATES (ANGSTROEM)
1 H -1.0710 -2.6032 -0.0617
2 N -1.5488 -1.9649 -0.7113
3 C -1.1958 -0.7748 -0.5723
4 C -0.0414 -0.0100 -0.1171
5 C -0.2533 1.3778 0.4485
6 N 1.0166 -0.7822 0.0961
7 O 2.1786 0.0248 0.2320
8 H -1.0519 0.1601 -1.4030
9 H -1.3138 1.6103 0.5756
10 H 0.1572 2.0999 -0.2595
11 H 0.2494 1.5010 1.4086
12 H 2.8741 -0.6388 0.3641

Molecular formula: C3H6N2O
Method: DFT, wB97M-V/def2-TZVPD

Computed properties:
M (Da): 86.1
Highest occupied orbital energy (eV): -9.14
Total charge: 0
Orbital gap (eV): 9.62
E (eV): -8232.7547
Energy above the lowest of the compared OMol25 structures with the same formula, charge and spin (kcal/mol): 91.0

CARTESIAN COORDINATES (ANGSTROEM)
1 N 1.5467 1.0498 -0.3847
2 C 0.5782 0.9145 -1.2724
3 C -0.7579 -1.2016 0.1170
4 O 0.2886 -1.4058 1.0306
5 C -1.7937 -0.2951 0.6652
6 N -2.5629 0.4520 1.1015
7 H 2.4235 0.5600 -0.5343
8 H 1.5527 1.7011 0.4009
9 H -0.2535 1.5611 -0.9239
10 H -0.3894 -0.7787 -0.8385
11 H -1.2061 -2.1707 -0.1063
12 H 0.8338 -0.6064 1.0136

Molecular formula: C3H6N2O
Method: DFT, wB97M-V/def2-TZVPD

Computed properties:
M (Da): 86.1
Highest occupied orbital energy (eV): -10.10
Total charge: 0
SMILES string: C/N=C/NC=O
Orbital gap (eV): 11.05
E (eV): -8235.3615
Energy above the lowest of the compared OMol25 structures with the same formula, charge and spin (kcal/mol): 30.8

CARTESIAN COORDINATES (ANGSTROEM)
1 C 0.1494 0.6613 -2.0831
2 N 0.0900 0.7795 -0.6402
3 C -0.3918 -0.2009 -0.0135
4 N -0.5267 -0.1915 1.4023
5 C 0.4551 -0.6249 2.2496
6 O 0.4220 -0.4983 3.4533
7 H 1.1802 0.8243 -2.4102
8 H -0.1915 -0.3146 -2.4606
9 H -0.4668 1.4518 -2.5231
10 H -0.7363 -1.1154 -0.5128
11 H -1.2686 0.3494 1.8262
12 H 1.2850 -1.1206 1.7121

Molecular formula: C3H6N2O
Method: DFT, wB97M-V/def2-TZVPD

Computed properties:
M (Da): 86.1
Highest occupied orbital energy (eV): -9.64
Total charge: 0
SMILES string: C1CN1.N=C=O
Orbital gap (eV): 10.60
E (eV): -8234.6476
Energy above the lowest of the compared OMol25 structures with the same formula, charge and spin (kcal/mol): 47.3

CARTESIAN COORDINATES (ANGSTROEM)
1 C -1.2464 0.0138 -0.5258
2 C -1.0223 -0.6810 0.7556
3 N -0.0898 -0.8716 -0.3461
4 H -2.0506 -0.3198 -1.1773
5 H -1.0559 1.0884 -0.5821
6 H -0.6052 -0.1141 1.5821
7 H -1.6899 -1.4939 1.0164
8 H -0.2227 -1.7846 -0.7856
9 N 1.3529 1.4429 0.3676
10 C 2.0516 0.5855 -0.1682
11 O 2.7619 -0.1932 -0.6714
12 H 1.8164 2.3278 0.5349

Molecular formula: C3H6N2O
Method: DFT, wB97M-V/def2-TZVPD

Computed properties:
M (Da): 86.1
Highest occupied orbital energy (eV): -9.57
Total charge: 0
Orbital gap (eV): 8.45
E (eV): -8231.2451
Energy above the lowest of the compared OMol25 structures with the same formula, charge and spin (kcal/mol): 125.8

CARTESIAN COORDINATES (ANGSTROEM)
1 C -1.7994 0.6076 0.2166
2 C -0.3486 0.5479 0.3423
3 O -0.2228 1.5604 1.0875
4 N 0.3472 -0.3761 -0.2331
5 C 1.7274 -0.3743 -0.0541
6 N 2.4656 -1.2583 -0.5871
7 H -1.9237 -0.7360 -0.7919
8 H -2.4120 0.2715 1.0522
9 H -2.2448 1.3702 -0.4205
10 H -1.1188 -0.9789 -0.8551
11 H 2.0902 0.4510 0.5809
12 H 3.4396 -1.0850 -0.3377

Molecular formula: C3H6N2O
Method: DFT, wB97M-V/def2-TZVPD

Computed properties:
M (Da): 86.1
Highest occupied orbital energy (eV): -9.19
Total charge: 0
Orbital gap (eV): 9.71
E (eV): -8232.8562
Energy above the lowest of the compared OMol25 structures with the same formula, charge and spin (kcal/mol): 88.6

CARTESIAN COORDINATES (ANGSTROEM)
1 N -0.5918 1.9583 -0.4807
2 C 0.5577 1.4115 -0.8208
3 C 0.5485 -1.2020 0.8965
4 O -0.6812 -0.7204 1.3834
5 C 0.3644 -2.0584 -0.3005
6 N 0.2021 -2.6858 -1.2593
7 H -0.6800 2.3957 0.4299
8 H -1.4164 2.0554 -1.0708
9 H 0.4287 1.0453 -1.8588
10 H 1.2264 -0.3805 0.6163
11 H 1.0092 -1.7925 1.6929
12 H -0.9676 -0.0265 0.7719

Molecular formula: C3H6N2O
Method: DFT, wB97M-V/def2-TZVPD

Computed properties:
M (Da): 86.1
Highest occupied orbital energy (eV): -9.36
Total charge: 0
SMILES string: NN1CCC1=O
Orbital gap (eV): 10.21
E (eV): -8234.0136
Energy above the lowest of the compared OMol25 structures with the same formula, charge and spin (kcal/mol): 61.9

CARTESIAN COORDINATES (ANGSTROEM)
1 N 0.5301 -1.9640 0.4209
2 N 0.0339 -0.6542 -0.1402
3 C -0.7739 0.4201 0.4573
4 C -0.0155 1.4017 -0.4652
5 C 0.7361 0.2429 -0.9567
6 O 1.6864 0.0180 -1.6294
7 H -0.2049 -2.6350 0.2008
8 H 0.5889 -1.7859 1.4106
9 H -1.7856 0.3030 0.1348
10 H -0.8136 0.4364 1.6168
11 H 0.6443 2.1309 0.0192
12 H -0.6262 2.0861 -1.0690

Molecular formula: C3H6N2O
Method: DFT, wB97M-V/def2-TZVPD

Computed properties:
M (Da): 86.1
Highest occupied orbital energy (eV): -9.90
Total charge: 0
SMILES string: [H]/N=C/C.N=C=O
Orbital gap (eV): 10.60
E (eV): -8235.3984
Energy above the lowest of the compared OMol25 structures with the same formula, charge and spin (kcal/mol): 30.0

CARTESIAN COORDINATES (ANGSTROEM)
1 H 0.1957 -2.2306 0.5328
2 N 0.1078 -1.2664 0.2244
3 C 0.0024 -1.0748 -1.0156
4 C -0.1795 0.2889 -1.5626
5 H 0.0108 -1.8910 -1.7484
6 H 0.2722 0.3863 -2.5469
7 H 0.2117 1.0333 -0.8758
8 H -1.2532 0.4663 -1.6692
9 N 0.2231 0.7763 1.5666
10 C 0.1478 1.4443 2.5390
11 O 0.1020 2.2162 3.4101
12 H 0.1594 -0.1489 1.1456

> Which of these has the highest energy above the lowest of the compared OMol25 structures with the same formula, charge and spin?

number 5

> Which value of energy above the lowest of the compared OMol25 structures with the same formula, charge and spin does entry 4 give?

47.3 kcal/mol